{"formula": "C9H12NO2", "method": "ωB97M-V/def2-TZVPD", "species": ["C", "C", "C", "C", "C", "C", "C", "C", "C", "N", "O", "O", "H", "H", "H", "H", "H", "H", "H", "H", "H", "H", "H", "H"], "coordinates": [[2.4667, 2.2902, -0.4035], [2.1107, -1.6353, -3.5321], [-0.9449, -2.2482, 1.7347], [0.4161, -1.8645, 2.1991], [-0.4299, -0.8221, 1.5326], [-0.1601, -0.3570, 0.0640], [-0.6883, 0.8478, -0.6952], [0.7370, 0.7172, -0.3758], [-1.2405, 0.5284, -2.0302], [1.9466, 1.1068, -0.0934], [0.9809, -1.6165, -3.6990], [3.2661, -1.8542, -3.4794], [3.5801, 2.4614, -0.3205], [1.9667, 2.9118, -1.0538], [-0.8703, -2.9874, 0.9527], [-1.8229, -2.3746, 2.4682], [0.5513, -1.8094, 3.2895], [1.2885, -2.2300, 1.6110], [-0.7256, -0.0399, 2.2444], [-0.2224, -1.3340, -0.5746], [-1.2648, 1.6402, -0.2432], [-1.8184, 1.3143, -2.4983], [-2.0345, -0.1585, -1.9075], [-0.3686, 0.1481, -2.5854]], "forces_ev_per_a": [[2.113, -1.339, 1.146], [2.938, -1.540, -0.252], [-1.566, 0.315, 1.424], [1.203, 0.001, 0.422], [-0.095, 0.456, -1.170], [0.667, -2.247, 0.548], [0.227, 1.247, 0.687], [0.116, -1.467, 0.334], [0.542, 0.159, -0.769], [0.237, 0.659, -0.049], [-1.616, 0.640, 0.038], [-1.283, 0.900, 0.266], [-1.267, -0.401, 0.164], [-1.218, 1.685, -1.508], [-0.656, 0.318, -0.528], [1.658, -0.098, -1.053], [0.283, 0.206, -0.606], [-0.775, 0.115, 0.626], [-0.409, -0.382, -0.421], [0.137, 1.368, 0.722], [-0.394, 0.128, 0.966], [0.679, 0.909, -0.491], [-0.587, -1.647, 0.040], [-0.933, 0.013, -0.535]], "mulliken_charge": [-0.91, 0.74, -0.59, -0.51, -0.13, -0.08, 0.27, -0.14, -1.30, -0.49, -0.34, -0.42, 0.17, 0.25, 0.29, 0.21, 0.24, 0.22, 0.35, -0.14, 0.41, 0.42, 0.30, 0.17], "e_lumo_ev": 2.997, "total_charge": -1, "multiplicity": 1, "de_lowest_ev": 4.279, "e_tot_ha": -555.24270, "gap_ev": 4.2}

---

{"formula": "C10H21ClNO2P2Ru", "method": "ωB97M-V/def2-TZVPD", "species": ["C", "C", "H", "H", "H", "O", "Cl", "Ru", "P", "C", "C", "H", "H", "H", "H", "H", "H", "C", "H", "H", "H", "P", "C", "C", "H", "H", "H", "C", "H", "H", "H", "H", "H", "H", "C", "O", "N", "C"], "coordinates": [[-0.1227, -2.7751, -1.2517], [-0.7338, -1.7995, -0.2955], [-0.9065, -3.4705, -1.5869], [0.6586, -3.3445, -0.7230], [0.3375, -2.2824, -2.1142], [-1.7069, -2.0141, 0.4102], [1.9008, -0.7250, -0.6596], [-0.1723, 0.3462, 0.1744], [0.6257, -0.5579, 2.1877], [-0.6525, -0.4564, 3.4763], [1.1700, -2.2982, 2.2131], [1.5769, -2.5302, 3.2063], [2.4561, -0.0840, 3.6974], [1.9451, -2.4377, 1.4505], [2.8187, 0.3847, 1.9964], [-1.5440, -0.9941, 3.1298], [0.3203, -2.9565, 1.9934], [2.0595, 0.3831, 2.7880], [-0.2778, -0.9021, 4.4058], [1.7472, 1.4164, 2.9786], [-0.9034, 0.5993, 3.6355], [-0.4634, 1.1466, -1.9947], [-2.0618, 1.9928, -2.1911], [0.8113, 2.3922, -2.3759], [0.6092, -0.4994, -3.4006], [-0.5677, 0.4946, -4.3185], [-1.1466, -0.8105, -3.2361], [-0.3835, -0.0346, -3.3732], [1.7861, 1.9727, -2.1001], [0.7956, 2.6437, -3.4428], [-2.1889, 2.3399, -3.2232], [-2.0960, 2.8448, -1.5016], [0.6282, 3.2823, -1.7627], [-2.8675, 1.2951, -1.9330], [-1.8170, 0.8994, 0.7904], [-2.8587, 1.2484, 1.1766], [0.8251, 3.1707, 1.0425], [0.3992, 2.1198, 0.7316]], "forces_ev_per_a": [[-0.220, -0.520, -0.574], [-2.588, -1.651, 1.175], [0.173, 0.129, 0.204], [-0.206, 0.238, -0.046], [-0.093, -0.100, 0.457], [2.398, 0.832, -1.585], [1.087, -0.029, -0.363], [2.120, -0.795, -0.819], [2.415, -1.243, 2.830], [-0.614, 0.480, -0.765], [-0.188, 0.025, -0.670], [-0.154, 0.145, -0.152], [-0.128, 0.004, -0.147], [-0.111, -0.024, 0.305], [-0.068, -0.002, 0.255], [0.104, 0.074, 0.258], [0.222, 0.051, 0.200], [-0.090, 0.287, -0.405], [0.152, 0.003, -0.233], [0.143, -0.238, 0.066], [-0.017, -0.230, 0.114], [0.843, 1.669, -3.394], [-0.187, -0.295, 0.945], [0.139, -0.100, 0.390], [-0.201, 0.153, -0.065], [-0.005, 0.030, 0.305], [0.112, 0.142, -0.210], [0.060, -0.566, 0.452], [-0.133, 0.158, -0.166], [-0.087, -0.107, 0.154], [0.242, -0.139, 0.090], [-0.062, -0.099, -0.182], [0.046, -0.156, -0.192], [-0.003, 0.218, -0.158], [-9.459, 1.828, 3.102], [3.817, -0.696, -1.228], [-0.536, -0.792, -0.181], [1.077, 1.315, 0.234]], "mulliken_charge": [-1.27, 0.86, 0.44, 0.30, 0.27, -0.27, -0.18, 0.11, 1.08, -1.30, -1.15, 0.50, 0.45, 0.35, 0.37, 0.35, 0.38, -1.20, 0.47, 0.41, 0.38, 1.29, -1.37, -1.25, 0.35, 0.50, 0.38, -1.26, 0.37, 0.45, 0.46, 0.38, 0.41, 0.39, 0.31, -0.23, -0.39, -0.13], "e_lumo_ev": [-7.275, -12.092], "total_charge": 2, "multiplicity": 6, "e_tot_ha": -1835.84299, "gap_ev": [6.3, 5.2]}

---

{"formula": "C4H6NO", "method": "ωB97M-V/def2-TZVPD", "species": ["C", "C", "C", "C", "N", "O", "H", "H", "H", "H", "H", "H"], "coordinates": [[0.7420, 0.5465, -1.2410], [1.3277, 1.3961, 1.3680], [0.9904, 0.6239, 0.1975], [-2.1183, -1.7440, -0.5314], [-0.1417, 0.0342, -0.5062], [1.8982, 0.1090, 1.0354], [1.0601, 0.7193, -2.2466], [2.0156, 2.2304, 1.2919], [0.6656, 1.3893, 2.2261], [-2.5716, -1.3203, 0.3513], [-1.4132, -2.5556, -0.4399], [-2.4548, -1.4288, -1.5051]], "forces_ev_per_a": [[0.618, 0.336, 1.232], [-0.455, 0.646, 0.021], [-0.095, 0.889, -0.699], [1.261, 1.175, 0.036], [-1.584, -1.612, 0.053], [0.487, -1.183, -0.002], [-0.141, -0.115, -0.580], [-0.030, -0.030, -0.013], [0.016, -0.030, -0.009], [-0.063, 0.036, 0.127], [0.073, -0.133, 0.019], [-0.088, 0.022, -0.186]], "mulliken_charge": [-0.23, -0.18, 0.56, -0.12, -0.35, -0.38, 0.36, 0.23, 0.22, 0.29, 0.31, 0.29], "e_lumo_ev": [-7.672, -7.672], "total_charge": 1, "multiplicity": 1, "de_lowest_ev": 6.103, "e_tot_ha": -285.49792, "gap_ev": [6.5, 6.5]}